The following is a DFT calculation (ωB97M-V/def2-TZVPD) of a 2-piece molecular cluster, CH5O4P2 overall at a distorted geometry.

## Properties
Electronic energy   -27887.059 eV
Highest occupied orbital energy (spin up / spin down)   -3.98 / -3.98 eV
Energy above the lowest of the compared OMol25 structures with the same formula, charge and spin   63.7 kcal per mole

ORCA input file:
```
! wB97M-V def2-TZVPD RIJCOSX def2/J DEFGRID3
* xyz -1 1
C 0.0782 -2.5566 0.2399
O -2.2524 2.2946 -0.0606
O -0.9725 -0.2664 -0.2953
O 3.0632 0.0877 0.3609
O 1.4873 1.6246 -0.7956
P 1.6666 0.4676 0.4143
P 0.3015 -1.0270 -0.4773
H -0.9878 -2.7524 0.7529
H -2.0831 2.3020 0.9745
H 0.9024 -3.2669 0.2500
H -1.8286 1.5082 -0.2358
H 0.6252 1.5846 -1.1280
*
```